A:
Entry from the Open Molecules 2025 dataset: a 2-piece molecular cluster, CH2O2S overall (the ωB97M-V functional and the def2-TZVPD basis).

```
6
Properties=species:S:1:pos:R:3
C 1.74609 -1.90206 0.32707
O 2.19552 -1.03647 -0.29548
O -1.71274 -0.19469 -0.52295
S -1.37010 -1.57398 0.36967
H 2.21880 -2.40222 1.14667
H -0.89144 0.21731 -0.73712
```

2S+1 ... 1
Charge ... 0
HOMO level (spin up / spin down) ... -0.288 / -0.295 hartree

B:
Entry from the Open Molecules 2025 dataset: a single CH2O2S molecule (the ωB97M-V functional and the def2-TZVPD basis).

```
6
Properties=species:S:1:pos:R:3
O -0.63820 -0.78078 0.49298
C 0.18608 -0.29348 -0.46537
O 0.32148 1.10611 -0.38163
S 0.73048 -1.25052 -1.64626
H -0.73083 -0.08131 1.33278
H 0.13100 1.29997 0.66749
```

2S+1 ... 1
Charge ... 0
Structure (SMILES) ... OC(O)=S
HOMO level ... -0.338 hartree

The structure with the least stability is A.

A:
Entry from the Open Molecules 2025 dataset: a 2-piece molecular cluster, CH2O2S overall (the ωB97M-V functional and the def2-TZVPD basis).

```
6
Properties=species:S:1:pos:R:3
C -0.41493 -0.60061 0.04704
O 0.88105 1.81683 -0.26324
O 0.84882 -0.60606 0.67927
S 0.95180 0.42519 -0.63189
H -0.96923 -1.46454 -0.39604
H -1.29752 0.42919 0.56487
```

2S+1 ... 1
Charge ... 0
HOMO level ... -0.374 hartree

B:
Entry from the Open Molecules 2025 dataset: a single CH2O2S molecule (the ωB97M-V functional and the def2-TZVPD basis).

```
6
Properties=species:S:1:pos:R:3
C -0.71836 -0.52860 0.14910
S 0.47385 0.55898 0.07457
O 2.05630 -0.14297 -0.73209
O 0.30142 1.98287 0.02184
H -1.64332 -0.37922 0.51112
H -0.46989 -1.49107 -0.02454
```

2S+1 ... 1
Charge ... 0
Structure (SMILES) ... C=S(=O)=O
HOMO level (spin up / spin down) ... -0.383 / -0.383 hartree

C:
Entry from the Open Molecules 2025 dataset: a single CH2O2S molecule (the ωB97M-V functional and the def2-TZVPD basis).

```
6
Properties=species:S:1:pos:R:3
C -1.55716 -0.40848 -0.00933
O -0.31690 -1.34470 -0.46427
O 1.71952 0.60710 -0.16811
S -0.12690 0.21933 -0.68676
H -1.77937 -0.45066 1.04994
H 2.06081 1.37741 0.27852
```

2S+1 ... 1
Charge ... 0
HOMO level (spin up / spin down) ... -0.343 / -0.343 hartree

D:
Entry from the Open Molecules 2025 dataset: a single CH2O2S molecule (the ωB97M-V functional and the def2-TZVPD basis).

```
6
Properties=species:S:1:pos:R:3
C -0.32662 0.02510 -0.05565
S -1.91501 -0.01830 0.08364
O -2.55543 1.26240 -0.04831
O -2.62734 -1.27020 -0.06477
H 0.38233 -0.76075 0.06912
H 0.03672 1.01503 -0.11341
```

2S+1 ... 1
Charge ... 0
Structure (SMILES) ... C=S(=O)=O
HOMO level ... -0.379 hartree

The structure with the least stability is C.

A:
Entry from the Open Molecules 2025 dataset: a single C9H11NO molecule (the ωB97M-V functional and the def2-TZVPD basis).

```
22
Properties=species:S:1:pos:R:3
C 3.11625 -0.88496 -0.59266
C 1.90251 -0.13095 -0.05040
C 1.97580 0.81377 1.10656
N 0.78803 -0.38687 -0.62627
C -0.55269 -0.01901 -0.30961
C -1.11548 -1.26728 0.02511
C -2.43549 -1.47672 0.21233
C -3.23448 -0.34437 0.14377
C -2.74457 0.86601 -0.13816
C -1.40439 1.12352 -0.40636
O -1.17580 2.43394 -0.78681
H 3.14539 -0.57429 -1.67784
H 4.05842 -0.58735 -0.10752
H 3.15520 -2.00831 -0.46079
H 1.05410 0.71409 1.69552
H 2.92153 0.67360 1.73856
H 1.97521 1.85361 0.80731
H -0.39369 -2.05085 0.28137
H -2.94967 -2.46705 0.53477
H -4.32080 -0.46235 0.13977
H -3.45479 1.61067 -0.48717
H -0.31059 2.57114 -1.04147
```

2S+1 ... 1
Charge ... 0
Structure (SMILES) ... CC(C)=Nc1ccccc1O
HOMO level ... -0.295 hartree

B:
Entry from the Open Molecules 2025 dataset: a 2-piece molecular cluster, C9H11NO overall (the ωB97M-V functional and the def2-TZVPD basis).

```
22
Properties=species:S:1:pos:R:3
C 0.89162 -1.28519 -2.31274
C -0.36235 -1.81937 -2.26076
C 1.49585 -0.59099 -1.22389
C -1.28160 -1.64018 -1.22564
C 0.71331 -0.55927 -0.09625
C -0.63395 -1.10655 -0.11992
C 0.45089 0.04009 1.23642
C 1.44519 0.18841 2.30490
C -1.24390 1.80960 0.18808
N -0.76119 -0.74074 1.30027
O -0.19607 1.83604 0.99277
H 1.55069 -1.56766 -3.14320
H -0.81260 -2.09498 -3.20588
H 2.58667 -0.21351 -1.39871
H -2.21116 -2.18976 -1.34479
H 2.32070 0.74768 1.82180
H 1.77592 -0.82486 2.56191
H 0.99858 0.75548 3.08653
H -1.86197 2.57041 0.58413
H -1.76228 0.79121 0.31829
H -0.94564 2.02591 -0.80235
H -1.53352 -0.57459 1.88826
```

2S+1 ... 1
Charge ... 0
HOMO level ... -0.307 hartree

The structure with the least stability is B.

A:
Entry from the Open Molecules 2025 dataset: a 2-piece molecular cluster, F2HNOS overall (the ωB97M-V functional and the def2-TZVPD basis).

```
6
Properties=species:S:1:pos:R:3
F 2.63714 -1.22138 0.10991
S 1.17112 -0.55225 0.09396
F 1.68839 1.00099 0.10174
N -2.13803 0.50533 0.08574
O -0.93901 0.59991 0.02471
H -2.41962 -0.33259 -0.41607
```

2S+1 ... 1
Charge ... 0
Structure (SMILES) ... FSF.N=O
HOMO level ... -0.344 hartree

B:
Entry from the Open Molecules 2025 dataset: a single F2HNOS molecule (the ωB97M-V functional and the def2-TZVPD basis).

```
6
Properties=species:S:1:pos:R:3
N -1.10258 0.62750 -0.00041
S 0.26730 0.16823 0.15581
O 1.35845 1.10255 0.09434
F 0.42372 -0.87920 -1.04581
F 0.63161 -0.98523 1.33003
H -1.57849 -0.03386 -0.53396
```

2S+1 ... 1
Charge ... 0
Structure (SMILES) ... N=S(=O)(F)F
HOMO level ... -0.444 hartree

The structure with the least stability is A.